Record 1
DFT (ωB97M-V with the def2-TZVPD basis set) results for a molecular structure, C13H20Br2I2N3O in a non-equilibrium geometry.

```
41
Properties=species:S:1:pos:R:3:nbo_charge:R:1
C -5.34143 0.48677 -3.89448 -0.669
C -3.94085 0.85252 -3.05758 -0.058
Br -4.13720 2.25203 -1.62612 0.055
C -2.62918 0.17510 -3.36293 -0.114
Br -2.71625 -1.15211 -4.90660 0.088
C -1.22208 0.48526 -2.51360 0.006
C -0.69169 1.94901 -2.94747 -0.208
I -0.82116 2.42426 -5.12647 0.230
C -0.09584 3.01986 -2.11533 -0.160
C 0.08055 2.79550 -0.50736 -0.697
I 0.62314 4.93464 -2.99738 0.236
C 0.08673 -0.49996 -2.84533 -0.261
N 0.28428 -1.52899 -1.71441 -0.553
C -0.49391 -0.90584 -0.56901 0.729
N -0.35015 -1.08148 0.79676 -0.831
N -1.54314 0.08851 -1.10647 -0.605
H -5.26790 0.95633 -4.97004 0.260
H -6.26934 0.90016 -3.27650 0.251
H -5.45643 -0.68704 -3.89514 0.254
H 0.81734 3.58360 0.00372 0.269
H -0.97857 3.02206 -0.00460 0.234
H 0.37171 1.71293 -0.17352 0.209
H 1.10259 0.06475 -3.11794 0.254
H -0.00712 -1.22641 -3.77165 0.267
H 1.30318 -1.65184 -1.44139 0.429
H -1.23858 -1.20276 1.34122 0.448
H 0.56962 -1.06021 1.31185 0.477
H -1.87878 0.80682 -0.42923 0.452
C 2.89282 -1.75211 5.39455 -0.433
C 3.84182 -0.83804 4.66339 -0.432
C 3.77492 -1.37623 3.25076 -0.069
O 2.45824 -1.91656 3.07322 -0.567
C 1.81946 -1.99103 4.35527 -0.070
H 2.50089 -1.32769 6.32231 0.230
H 3.39726 -2.69563 5.63464 0.212
H 3.46106 0.18978 4.69001 0.202
H 4.85534 -0.83796 5.07239 0.233
H 4.49288 -2.18950 3.10082 0.177
H 3.96043 -0.60392 2.49871 0.179
H 1.05163 -1.21054 4.39159 0.154
H 1.33372 -2.96403 4.46932 0.193
```

Output
- Total charge: +1
- Kohn-Sham gap: 7.212 eV
- E_HOMO: -11.505 eV
- Strongest force on any atom: 0.1204 hartree/bohr

---

Record 2
DFT (ωB97M-V with the def2-TZVPD basis set) results for a molecular structure, C13H20BrInO3 in a non-equilibrium geometry.

```
38
Properties=species:S:1:pos:R:3:lowdin_charge:R:1
C 2.50349 -0.47110 1.34653 -0.128
C 2.17177 -0.06720 2.78340 -0.255
C 1.17800 -0.97968 3.51861 -0.441
O -0.14505 -0.58993 3.40265 -0.369
In -1.01842 -0.89499 1.50715 0.662
C -3.22930 -1.18209 1.98417 -0.350
C -3.57322 -0.33765 3.15461 -0.783
C -3.18711 1.11179 2.98704 -0.194
Br -5.61548 -0.35200 3.39159 0.403
C -0.78106 1.01823 0.33954 -0.788
O -0.58160 2.09113 0.97996 -0.186
O -0.87355 0.95848 -0.92296 -0.215
H 1.78968 -0.06172 0.64358 0.042
H 2.55295 -1.55384 1.27045 0.056
H 3.50439 -0.10993 1.10994 0.052
H 1.77690 0.94368 2.82836 0.104
H 3.08469 -0.05840 3.38744 0.082
H 1.44689 -0.91613 4.59031 0.084
H 1.34785 -2.03481 3.24496 0.086
H -0.36956 -2.31245 0.63412 -0.092
H -3.34397 -2.23285 2.24877 0.018
H -3.85735 -0.92893 1.13791 0.031
H -3.16319 -0.73301 4.07492 0.074
H -3.55679 1.70849 3.82004 0.055
H -2.10672 1.21315 2.99084 0.049
H -3.59723 1.49511 2.06183 0.078
C 2.10655 0.07704 -6.06182 -0.138
C 1.73866 -0.89556 -5.14023 -0.119
C 1.10744 -0.53200 -3.95669 -0.075
C 0.83353 0.80300 -3.69157 -0.058
C 1.20007 1.77326 -4.61610 -0.095
C 1.83837 1.41349 -5.79777 -0.130
H 2.60172 -0.20634 -6.98412 0.082
H 1.94540 -1.93985 -5.34525 0.088
H 0.82435 -1.28572 -3.23330 0.109
H 0.33426 1.07938 -2.76360 0.079
H 0.98601 2.81474 -4.41123 0.097
H 2.12665 2.17520 -6.51406 0.084
```

Output
- Total charge: -2
- Kohn-Sham gap: 4.377 eV
- E_HOMO: 0.312 eV
- Strongest force on any atom: 0.0258 hartree/bohr

---

Record 3
DFT (ωB97M-V with the def2-TZVPD basis set) results for a molecular structure, C13H20Cl13INO in a non-equilibrium geometry.

```
49
Properties=species:S:1:pos:R:3:nbo_charge:R:1
C 2.13362 0.31716 -0.23311 -0.599
C 0.98914 0.83480 -1.09736 0.088
C 1.59920 1.11853 -2.46323 -0.630
C -0.02764 -0.30703 -1.17833 -0.503
C -1.42432 0.08188 -1.63099 -0.047
Cl -1.58191 0.22631 -3.39652 -0.024
I -2.77661 -1.53654 -1.03105 0.108
C -1.87623 1.31035 -0.87704 -0.498
C -0.89973 2.46925 -0.83231 0.090
C -1.42356 3.41949 0.26511 -0.602
C -0.88940 3.28453 -2.12219 -0.627
N 0.45316 2.04132 -0.41754 0.030
O 1.30273 2.99297 -0.37939 -0.380
H 2.30619 -0.73222 -0.39737 0.211
H 1.83409 0.43092 0.80170 0.215
H 3.02029 0.91251 -0.36440 0.228
H 2.15004 0.22801 -2.72784 0.215
H 0.88315 1.27629 -3.25135 0.216
H 2.32619 1.90998 -2.41958 0.230
H 0.36092 -1.04335 -1.86680 0.239
H -0.09915 -0.80837 -0.22537 0.240
H -2.84806 1.66021 -1.18714 0.242
H -1.99319 0.96123 0.14046 0.231
H -1.93132 2.84735 1.02754 0.204
H -0.60699 3.95744 0.72106 0.241
H -2.09335 4.14445 -0.16638 0.209
H -0.72439 2.69142 -3.00365 0.218
H -1.88121 3.69952 -2.22173 0.209
H -0.21189 4.11774 -2.03996 0.233
C 4.98612 -1.57142 -3.83674 -0.285
Cl 4.39438 -2.36444 -2.37408 0.014
Cl 4.09626 -2.13020 -5.25249 0.023
Cl 4.87830 0.18060 -3.68080 0.024
H 6.02589 -1.83632 -3.96544 0.229
C 1.19094 -2.62070 3.16013 -0.288
Cl 1.37426 -2.99220 1.44922 0.020
Cl 2.62064 -1.80454 3.79069 0.024
Cl -0.26113 -1.65648 3.44549 0.015
H 1.07568 -3.55742 3.68763 0.230
C -1.77744 0.82238 5.91295 -0.288
Cl -2.42598 0.07847 7.37373 0.022
Cl -2.72432 0.35548 4.49951 0.019
Cl -1.71631 2.57668 6.07417 0.023
H -0.76764 0.46138 5.77107 0.230
C -3.36945 -5.32800 1.20607 -0.287
Cl -4.91951 -4.52864 0.93883 0.020
Cl -2.18754 -4.18855 1.84570 0.019
Cl -3.55386 -6.71697 2.27751 0.020
H -3.00907 -5.68528 0.25160 0.228
```

Output
- Kohn-Sham gap (alpha / beta): 8.845 / 9.646 eV
- E_HOMO (alpha / beta): -8.631 / -9.509 eV
- Spin multiplicity: 2
- Strongest force on any atom: 0.0341 hartree/bohr

---

Record 4
DFT (ωB97M-V with the def2-TZVPD basis set) results for a single C13H20ClNO molecule.

```
36
Properties=species:S:1:pos:R:3:nbo_charge:R:1
C 1.62963 4.86508 -3.71721 -0.608
C 1.94115 3.82557 -4.78814 -0.387
C 1.46541 2.42190 -4.41572 -0.409
C 2.20912 1.83984 -3.21165 -0.219
N 2.07536 0.39086 -3.16456 -0.620
H 2.75266 0.00908 -2.51176 0.353
C 0.76142 -0.12740 -2.84794 -0.216
C 0.28435 0.11334 -1.40620 -0.451
C -1.10086 -0.48992 -1.17602 -0.060
H -1.83792 0.03187 -1.79287 0.195
O -1.55907 -0.31086 0.14947 -0.505
C -1.07420 -1.09415 1.14580 0.405
C -0.20511 -2.17030 0.98840 -0.342
C 0.19351 -2.90201 2.09455 -0.171
C -0.25032 -2.58619 3.36430 -0.276
C -1.11512 -1.51216 3.51245 -0.003
C -1.52835 -0.76894 2.42641 -0.314
H -2.20261 0.06379 2.54167 0.236
Cl -1.68887 -1.09222 5.08733 0.006
H 0.06404 -3.15684 4.22268 0.227
H 0.86616 -3.73560 1.95929 0.217
H 0.16466 -2.45374 0.01617 0.218
H -1.11403 -1.55107 -1.45374 0.170
H 0.99958 -0.32741 -0.70646 0.203
H 0.23272 1.18359 -1.19917 0.208
H 0.04590 0.30905 -3.54713 0.190
H 0.79179 -1.20615 -3.03499 0.191
H 3.27633 2.04870 -3.32667 0.195
H 1.86890 2.33034 -2.28653 0.161
H 1.62944 1.75044 -5.26059 0.214
H 0.39333 2.45560 -4.21305 0.189
H 1.45218 4.12076 -5.71948 0.201
H 3.01744 3.80548 -4.97273 0.193
H 2.17233 4.65379 -2.79954 0.200
H 1.91568 5.85725 -4.05911 0.210
H 0.56471 4.87449 -3.49434 0.200
```

Output
- Kohn-Sham gap: 9.438 eV
- E_HOMO: -8.622 eV
- Energy above the lowest of the compared OMol25 structures with the same formula, charge and spin: 4.4 kcal/mol
- Structure (SMILES): CCCCNCCCOc1cccc(Cl)c1
- Strongest force on any atom: 0.0089 hartree/bohr

---

Record 5
DFT (ωB97M-V with the def2-TZVPD basis set) results for a molecular structure, C13H20CoN11O2PSe3Te.

```
52
Properties=species:S:1:pos:R:3:nbo_charge:R:1
Co -0.15252 0.02562 0.19246 0.898
C -2.23669 2.09807 -4.47192 -0.404
N -2.09874 1.99722 -3.03309 -0.322
C -2.37974 2.98404 -2.13703 -0.049
C -1.96331 2.53403 -0.91922 -0.069
N -1.42745 1.28589 -1.05745 -0.534
C -1.51552 0.99077 -2.34211 0.092
P -0.85137 -0.50925 -3.10212 0.769
C 0.85992 -0.41855 -2.53631 0.104
N 1.20345 -0.29143 -1.26690 -0.533
C 2.56782 -0.26735 -1.22819 -0.070
C 3.04424 -0.39290 -2.49908 -0.062
N 1.95583 -0.50493 -3.31810 -0.321
C 1.98606 -0.43880 -4.76525 -0.409
C -1.40960 -1.67614 -1.80437 0.105
N -1.20658 -1.54514 -0.50189 -0.499
C -1.76121 -2.63563 0.10249 -0.077
C -2.31038 -3.44092 -0.85054 -0.077
N -2.08274 -2.82528 -2.05185 -0.324
C -2.50510 -3.32669 -3.34926 -0.402
H -2.87689 2.94732 -4.69592 0.221
H -2.68971 1.19471 -4.87648 0.209
H -1.25918 2.25911 -4.92723 0.230
H -2.80042 3.92430 -2.44350 0.226
H -1.98305 3.04535 0.02335 0.241
H 3.10716 -0.10396 -0.30766 0.250
H 4.04545 -0.35763 -2.88846 0.227
H 3.00181 -0.63916 -5.09640 0.218
H 1.70152 0.56789 -5.07662 0.242
H 1.31616 -1.18009 -5.19709 0.205
H -1.74363 -2.76842 1.17019 0.222
H -2.83775 -4.37528 -0.78182 0.225
H -2.97219 -4.29655 -3.20098 0.220
H -1.64877 -3.44101 -4.01067 0.221
H -3.22512 -2.65016 -3.80571 0.220
Se 1.13030 2.82823 -3.03663 -0.720
Se 2.42181 3.04926 -1.11385 -0.183
Te 1.04773 2.21332 0.89418 0.385
Se 2.81315 1.31238 2.37438 -0.747
N 1.07248 -1.27087 1.53888 -0.726
N 0.37790 -1.51704 2.73292 -0.431
C -0.70091 -0.73389 3.01771 0.635
N -1.17964 -0.82973 4.26893 -0.787
N -1.14669 0.05246 2.05819 -0.510
N -2.30664 0.77719 2.36332 0.644
O -3.21115 0.22623 2.97212 -0.437
O -2.35482 1.88180 1.89822 -0.333
H 1.40401 -2.15122 1.16557 0.379
H 1.85544 -0.60535 1.73739 0.415
H 0.94899 -1.75738 3.53406 0.385
H -0.78369 -1.51979 4.88244 0.402
H -2.12345 -0.52365 4.44251 0.438
```

Output
- Kohn-Sham gap (alpha / beta): 5.472 / 5.506 eV
- E_HOMO (alpha / beta): -5.575 / -5.565 eV
- Energy above the lowest of the compared OMol25 structures with the same formula, charge and spin: 0.0 kcal/mol
- Spin multiplicity: 2
- Strongest force on any atom: 0.0137 hartree/bohr